Below is a molecular structure, C51H42Cl2LuNO12S2, with properties calculated with ωB97M-V with the def2-TZVPD basis set.

Values from the calculation:
Highest occupied orbital energy: -3.1240 eV
LUMO: 4.0 eV
Energy: -5878.696048 Eh
HOMO-LUMO gap: 0.2636 Ha

```
! RIJCOSX wB97M-V def2-TZVPD def2/J DEFGRID3
* xyz -2 1
Lu 0.69 -1.05 0.03
C 0.31 1.83 5.58
C -0.80 2.05 4.53
C -1.63 3.24 4.88
O -0.09 2.21 3.25
C -1.00 1.72 2.29
C -1.67 0.40 3.00
O -1.67 0.87 4.40
C -0.95 -1.07 2.82
O -0.82 -1.32 1.46
C -1.90 -2.17 3.40
C -3.02 -1.95 4.21
C -3.95 -2.96 4.43
C -3.72 -4.26 3.97
C -2.63 -4.52 3.12
C -1.75 -3.50 2.88
C 0.40 -1.20 3.51
C 1.57 -0.59 3.05
C 2.83 -0.96 3.46
C 3.00 -1.62 4.64
C 1.85 -2.13 5.27
C 0.61 -2.04 4.64
C -0.35 1.88 0.88
O 0.62 1.02 0.63
C 0.34 3.33 0.77
C 1.52 3.47 0.04
C 2.21 4.65 -0.12
C 1.64 5.81 0.29
C 0.43 5.78 1.02
C -0.13 4.55 1.29
C -1.44 1.87 -0.26
C -2.39 3.09 -0.14
C -3.04 3.72 -1.26
C -3.49 3.16 -2.45
C -3.42 1.82 -2.84
C -2.54 0.87 -2.35
H 1.03 2.67 5.58
H 0.83 0.90 5.38
H -0.08 1.72 6.63
H -0.99 4.10 4.86
H -1.87 3.12 5.93
H -2.56 3.26 4.25
H -1.91 2.39 2.24
H -2.69 0.30 2.58
H -3.18 -0.95 4.66
H -4.88 -2.73 4.89
H -4.37 -5.11 4.24
H -2.48 -5.49 2.66
H -0.87 -3.75 2.27
H 1.53 0.21 2.29
H 3.66 -0.70 2.78
H 4.03 -1.79 5.06
H 1.93 -2.60 6.25
H -0.25 -2.59 5.14
H 1.99 2.58 -0.29
H 3.07 4.72 -0.77
H 2.11 6.81 0.08
H -0.07 6.68 1.42
H -1.05 4.46 1.88
H -2.30 3.78 0.69
H -3.23 4.80 -1.15
H -4.14 3.86 -3.04
H -4.11 1.53 -3.59
H -2.69 -0.18 -2.68
O 2.87 -1.18 0.59
S 3.43 -1.19 -0.83
O 4.65 -0.44 -0.97
O 2.29 -0.81 -1.71
C 3.91 -2.85 -1.25
C 4.93 -2.87 -2.22
C 5.76 -3.94 -2.31
C 5.46 -5.01 -1.50
C 4.17 -5.14 -0.93
C 3.38 -4.00 -0.70
S 1.69 -4.31 0.02
O 0.76 -3.19 -0.37
O 1.43 -5.61 -0.58
O 1.86 -4.19 1.48
H 5.21 -1.98 -2.69
H 6.64 -3.97 -2.90
H 6.14 -5.86 -1.35
H 3.77 -6.07 -0.57
Cl -1.57 1.02 -6.37
C -2.11 -0.47 -5.82
C -3.24 -1.04 -6.41
C -3.79 -2.25 -5.96
C -3.18 -2.94 -4.91
C -2.06 -2.39 -4.31
Cl -1.49 -3.13 -2.85
C -1.45 -1.18 -4.78
N -0.48 -0.60 -3.97
C 0.44 0.40 -4.36
C 1.18 0.25 -5.49
C 2.21 1.16 -5.85
C 2.44 2.26 -5.01
C 1.67 2.45 -3.87
C 0.60 1.56 -3.55
C -0.26 2.10 -2.43
C -1.26 1.14 -1.59
O -2.74 1.74 0.25
O -0.82 -0.15 -1.37
H -3.67 -0.50 -7.24
H -4.67 -2.61 -6.46
H -3.78 -3.83 -4.51
H -0.64 -0.72 -2.96
H 0.90 -0.51 -6.17
H 2.81 1.01 -6.74
H 3.14 3.06 -5.29
H 1.73 3.38 -3.35
H -0.84 3.00 -2.74
H 0.45 2.42 -1.70
*
```

These are the Löwdin partial charges, in e, on atoms 1 to 99:
1. Lu 1.722
2. C 0.009
3. C -0.524
4. C -0.012
5. O -0.025
6. C -0.139
7. C -0.052
8. O -0.058
9. C -0.396
10. O -0.297
11. C -0.120
12. C -0.046
13. C -0.119
14. C -0.120
15. C -0.092
16. C -0.021
17. C -0.110
18. C -0.067
19. C -0.105
20. C -0.111
21. C -0.110
22. C -0.028
23. C -0.390
24. O -0.293
25. C -0.071
26. C -0.039
27. C -0.108
28. C -0.131
29. C -0.091
30. C -0.065
31. C -0.191
32. C -0.186
33. C -0.035
34. C -0.117
35. C -0.108
36. C 0.049
37. H 0.094
38. H 0.067
39. H 0.092
40. H 0.081
41. H 0.078
42. H 0.106
43. H 0.134
44. H 0.153
45. H 0.111
46. H 0.079
47. H 0.088
48. H 0.096
49. H 0.113
50. H 0.100
51. H 0.109
52. H 0.106
53. H 0.087
54. H 0.125
55. H 0.103
56. H 0.100
57. H 0.102
58. H 0.093
59. H 0.099
60. H 0.110
61. H 0.096
62. H 0.101
63. H 0.081
64. H 0.117
65. O -0.428
66. S 0.537
67. O -0.288
68. O -0.382
69. C -0.233
70. C -0.064
71. C -0.091
72. C -0.084
73. C -0.054
74. C -0.185
75. S 0.540
76. O -0.491
77. O -0.327
78. O -0.333
79. H 0.097
80. H 0.094
81. H 0.101
82. H 0.104
83. Cl 0.806
84. C -0.632
85. C -0.131
86. C -0.121
87. C -0.140
88. C -0.577
89. Cl 0.757
90. C -0.265
91. N 0.073
92. C -0.261
93. C -0.090
94. C -0.088
95. C -0.113
96. C -0.036
97. C -0.099
98. C -0.009
99. C -0.422